#A
18
Properties=species:S:1:pos:R:3 method="wB97M-V/def2-TZVPD" homo_lumo_gap_ha=0.3443
O 0.478 0.119 1.603
C -0.375 -0.122 0.520
C 0.251 0.357 -0.787
C 1.368 -0.395 -1.408
N 0.081 -0.280 -2.085
C -0.846 -1.573 0.491
O -0.289 -2.466 1.065
C -2.124 -1.826 -0.236
N -3.126 -1.938 -0.808
H 1.243 -0.467 1.552
H -1.274 0.476 0.740
H 0.273 1.447 -0.846
H 2.193 0.161 -1.857
H 1.642 -1.367 -0.987
H -0.443 -1.150 -2.064
O 0.409 3.191 1.383
H 0.542 2.244 1.545
H -0.002 3.588 2.180

***

#B
18
Properties=species:S:1:pos:R:3 method="wB97M-V/def2-TZVPD" homo_lumo_gap_ha=0.3584
C 0.807 2.055 1.753
C -0.027 -1.261 -2.047
C 0.425 -2.067 -0.872
C 0.169 -1.689 0.340
C -1.070 0.229 -0.538
H 0.054 0.924 0.259
H 1.195 1.797 2.765
H 1.633 2.536 1.102
H -0.011 2.754 1.767
H -0.807 0.853 -2.394
H 1.235 -2.911 -0.924
H 0.489 -2.292 1.158
H -1.187 -0.478 1.420
N -0.600 -0.106 -1.766
N -0.929 -0.719 0.554
O 0.322 0.795 1.216
O 0.049 -1.662 -3.270
O -1.746 1.241 -0.524

***

Relative energies, in kJ/mol, with the most stable structure set to zero: #A 0.0; #B 108.0.

***

#A
9
Properties=species:S:1:pos:R:3 method="wB97M-V/def2-TZVPD" homo_lumo_gap_ha=0.3098
C -0.451 -0.515 -0.148
O -1.701 -1.387 1.891
O -1.617 1.153 1.550
O 0.556 3.224 1.208
S -0.726 -0.396 1.681
I -0.807 2.767 2.282
H 0.433 -0.045 -0.299
H -0.634 -1.561 -0.131
H -1.367 -0.081 -0.643

***

#B
9
Properties=species:S:1:pos:R:3 method="wB97M-V/def2-TZVPD" homo_lumo_gap_ha=0.3529
C -1.182 -0.591 0.196
O 1.609 1.826 0.629
O 0.608 1.149 -1.543
O -0.385 0.478 0.726
S 0.900 0.804 -0.123
I 2.169 -1.183 -0.095
H -0.549 -1.493 0.502
H -1.074 -0.522 -0.931
H -2.095 -0.469 0.640

***

Relative energies, in kJ/mol, with the most stable structure set to zero: #A 343.5; #B 0.0.

***

#A
7
Properties=species:S:1:pos:R:3 method="wB97M-V/def2-TZVPD" homo_lumo_gap_ha=0.4249
C 0.318 -0.618 0.201
N 1.157 0.120 0.280
O 3.544 -1.402 -0.161
O 3.156 0.850 -1.130
O 4.299 0.613 1.025
S 3.593 0.035 -0.065
H -0.548 -1.323 -0.056

***

#B
7
Properties=species:S:1:pos:R:3 method="wB97M-V/def2-TZVPD" homo_lumo_gap_ha=0.4244
C -1.983 0.499 -0.021
N -1.673 1.574 0.259
O 2.196 0.292 -1.032
O 1.946 -0.362 1.369
O 0.362 -1.186 -0.291
S 1.477 -0.376 0.028
H -2.325 -0.441 -0.312

***

Relative energies, in kJ/mol, with the most stable structure set to zero: #A 12.9; #B 0.0.

***

#A
17
Properties=species:S:1:pos:R:3 method="wB97M-V/def2-TZVPD" homo_lumo_gap_ha=0.3225
C -0.546 1.396 0.277
C -0.955 0.994 -1.009
C -0.783 -0.316 -1.461
C 0.042 -1.138 -0.593
C 1.459 -1.827 1.061
C 0.649 -0.723 0.640
C 0.333 0.600 0.984
H -1.060 3.438 0.057
H -1.173 2.937 1.514
H -1.510 1.627 -1.686
H -1.087 -0.683 -2.398
H 0.339 -3.081 -1.339
H 2.122 -1.761 1.898
H 0.776 0.996 1.826
N -0.660 2.722 0.682
N 0.650 -2.371 -0.694
N 1.403 -2.808 0.241

***

#B
17
Properties=species:S:1:pos:R:3 method="wB97M-V/def2-TZVPD" homo_lumo_gap_ha=0.2658
C -2.179 -0.601 -0.224
C -1.078 -1.408 -0.166
C -2.167 0.826 -0.109
C 2.331 -0.563 -0.076
C 2.254 0.839 -0.203
C 0.128 -1.038 0.490
C 0.067 1.284 0.458
N 1.275 -1.344 -0.061
N -1.143 1.590 -0.006
N 1.141 1.533 -0.247
H -3.070 -0.993 -0.695
H -1.046 -2.308 -0.768
H -3.087 1.333 -0.378
H 3.248 -1.038 -0.401
H 3.106 1.331 -0.654
H 0.069 -0.619 1.491
H 0.151 1.174 1.548

***

Relative energies, in kJ/mol, with the most stable structure set to zero: #A 0.0; #B 225.0.

***

#A
100
Properties=species:S:1:pos:R:3 method="wB97M-V/def2-TZVPD" homo_lumo_gap_ha=0.1528
Rb -2.134 -0.358 -0.189
C -4.212 3.314 4.771
C -2.984 3.027 4.152
C -2.934 2.185 3.049
C -4.150 1.672 2.542
C -5.342 1.806 3.263
C -5.374 2.650 4.348
N -4.200 1.140 1.276
N -5.420 1.189 0.819
C -5.564 0.916 -0.487
C -6.926 1.127 -0.949
C -7.196 0.962 -2.293
C -6.165 0.536 -3.156
C -4.879 0.443 -2.629
N -4.560 0.539 -1.316
H -4.260 3.961 5.630
H -2.028 3.398 4.489
H -2.026 1.998 2.473
H -6.152 1.179 2.944
H -6.300 2.882 4.902
H -7.669 1.435 -0.244
H -8.173 1.148 -2.706
H -6.300 0.487 -4.250
H -4.054 0.272 -3.313
C -0.259 -8.070 -0.468
C 0.512 -7.190 -1.457
C 1.737 -7.944 -1.929
C 2.517 -7.155 -2.954
C 2.553 -5.656 -2.713
C 3.408 -4.819 -3.425
C 3.495 -3.469 -3.124
F 4.360 -2.716 -3.817
C 2.811 -2.864 -2.058
C 1.942 -3.697 -1.309
C 1.225 -3.165 -0.161
O 1.458 -1.885 0.255
C 0.133 -3.945 0.356
C 0.054 -5.288 0.014
N 0.879 -5.896 -0.867
C 1.764 -5.080 -1.646
C -0.714 -3.243 1.312
O -1.910 -3.110 1.205
O -0.103 -2.658 2.347
H -0.395 -9.090 -0.852
H -1.258 -7.647 -0.331
H 0.228 -8.141 0.522
H -0.183 -7.033 -2.304
H 1.478 -8.914 -2.338
H 2.369 -8.124 -1.023
H 2.160 -7.419 -3.941
H 3.567 -7.520 -2.895
H 4.011 -5.202 -4.226
H 2.986 -1.793 -1.778
H -0.628 -5.966 0.474
O -1.186 8.853 -1.954
S -0.654 9.209 -3.246
O -1.324 8.600 -4.403
O -0.312 10.612 -3.482
C 0.726 8.034 -3.184
N 1.991 8.285 -3.579
C 2.814 7.278 -3.700
C 2.435 5.989 -3.353
C 1.161 5.863 -2.827
N 0.301 6.871 -2.792
C 0.575 4.600 -2.329
C -0.644 4.642 -1.618
C -1.198 3.443 -1.229
N -0.608 2.262 -1.380
C 0.535 2.208 -2.083
C 1.180 3.364 -2.531
H 3.832 7.495 -4.064
H 3.063 5.141 -3.589
H -1.158 5.596 -1.564
H -2.077 3.427 -0.613
H 0.924 1.209 -2.278
H 2.065 3.308 -3.186
Ge 1.717 -1.846 2.090
C 1.172 -0.537 3.428
C 0.274 -0.896 4.447
C 0.055 -0.051 5.509
C 0.588 1.265 5.494
C 1.335 1.709 4.410
C 1.598 0.796 3.410
C 3.538 -0.920 1.850
C 4.398 -0.871 2.941
C 5.477 -0.053 2.921
C 5.757 0.748 1.805
C 5.005 0.578 0.626
C 3.959 -0.329 0.666
H 2.438 -3.105 2.656
H -0.197 -1.863 4.353
H -0.532 -0.368 6.382
H 0.326 1.973 6.301
H 1.722 2.727 4.238
H 2.212 1.128 2.585
H 4.272 -1.499 3.797
H 6.107 0.082 3.792
H 6.572 1.421 1.831
H 5.172 1.052 -0.329
H 3.400 -0.639 -0.212

***

#B
100
Properties=species:S:1:pos:R:3 method="wB97M-V/def2-TZVPD" homo_lumo_gap_ha=0.1600
Rb -0.393 -1.160 -2.135
C 1.860 -6.870 -5.292
C 2.294 -5.809 -6.043
C 1.629 -4.557 -5.858
C 0.567 -4.374 -4.963
C 0.237 -5.447 -4.059
C 0.853 -6.676 -4.320
N -0.163 -3.205 -4.905
N -0.146 -2.541 -6.030
C -0.888 -1.406 -6.108
C -1.037 -0.929 -7.469
C -1.688 0.278 -7.687
C -2.077 1.068 -6.580
C -1.842 0.548 -5.289
N -1.343 -0.678 -5.024
H 2.266 -7.865 -5.399
H 3.139 -5.845 -6.736
H 1.854 -3.700 -6.545
H -0.601 -5.365 -3.345
H 0.532 -7.597 -3.756
H -0.702 -1.560 -8.301
H -1.876 0.650 -8.704
H -2.570 2.045 -6.629
H -2.169 1.119 -4.402
C -5.035 3.871 -1.160
C -4.371 5.054 -0.498
C -5.329 5.852 0.363
C -4.542 7.016 0.963
C -3.250 6.558 1.673
C -2.676 7.369 2.577
C -1.553 6.856 3.259
F -0.933 7.690 4.159
C -1.016 5.635 2.958
C -1.539 4.796 1.969
C -0.950 3.553 1.564
O -0.011 3.032 2.352
C -1.487 2.905 0.394
C -2.428 3.629 -0.367
N -3.164 4.647 0.157
C -2.687 5.315 1.288
C -0.897 1.678 -0.164
O -0.912 1.361 -1.362
O -0.339 0.794 0.689
H -5.983 4.242 -1.671
H -5.335 3.073 -0.490
H -4.483 3.372 -1.951
H -4.016 5.761 -1.249
H -5.835 5.260 1.149
H -6.157 6.234 -0.270
H -5.188 7.573 1.741
H -4.128 7.737 0.222
H -3.193 8.245 3.044
H -0.076 5.322 3.456
H -2.540 3.457 -1.459
O 2.478 -6.932 2.754
S 3.705 -7.167 3.446
O 3.874 -6.051 4.413
O 3.953 -8.511 3.992
C 4.885 -6.590 2.186
N 6.046 -7.138 1.874
C 6.792 -6.372 1.025
C 6.187 -5.419 0.208
C 4.839 -5.049 0.519
N 4.340 -5.471 1.684
C 3.933 -4.118 -0.235
C 2.573 -4.062 0.115
C 1.722 -3.238 -0.589
N 2.197 -2.490 -1.610
C 3.452 -2.555 -1.995
C 4.390 -3.310 -1.273
H 7.800 -6.711 0.837
H 6.654 -4.935 -0.633
H 2.280 -4.782 0.859
H 0.651 -3.189 -0.348
H 3.786 -1.974 -2.857
H 5.407 -3.312 -1.600
Ge 0.117 1.072 2.585
C -1.681 0.906 3.365
C -2.752 0.538 2.566
C -4.019 0.660 3.097
C -4.228 1.087 4.395
C -3.160 1.400 5.202
C -1.872 1.357 4.671
C 1.779 1.470 3.699
C 2.084 0.695 4.865
C 3.271 0.877 5.563
C 4.126 1.880 5.157
C 3.863 2.693 4.073
C 2.657 2.533 3.382
H 0.400 -0.460 2.897
H -2.624 0.308 1.531
H -4.896 0.575 2.461
H -5.274 1.075 4.768
H -3.240 1.847 6.224
H -1.033 1.803 5.178
H 1.395 0.000 5.260
H 3.463 0.271 6.420
H 5.058 1.995 5.709
H 4.596 3.483 3.735
H 2.342 3.305 2.668

***

Relative energies, in kJ/mol, with the most stable structure set to zero: #A 0.0; #B 64.2.

***

#A
8
Properties=species:S:1:pos:R:3 method="wB97M-V/def2-TZVPD" homo_lumo_gap_ha=0.2689
C -1.220 -0.067 -0.234
C 0.717 0.791 0.038
C 0.839 -0.721 -0.033
H 1.529 1.332 0.335
H 1.810 -1.248 0.239
N -0.462 1.113 -0.220
N -0.359 -1.171 -0.147
S -2.854 -0.029 0.021

***

#B
8
Properties=species:S:1:pos:R:3 method="wB97M-V/def2-TZVPD" homo_lumo_gap_ha=0.2751
C -0.354 0.006 -0.071
C 1.670 0.665 0.063
C 1.684 -0.722 0.053
H 2.571 1.311 -0.091
H 2.681 -1.287 0.214
N 0.482 1.247 -0.047
N 0.490 -1.167 -0.097
S -1.878 -0.017 0.039

***

Relative energies, in kJ/mol, with the most stable structure set to zero: #A 0.0; #B 9.6.